Entry from the Open Molecules 2025 dataset: a 5-piece molecular cluster, C42H82N3O7S overall at a distorted geometry (wB97M-V/def2-TZVPD).

Geometry as XYZ:
```
135
Properties=species:S:1:pos:R:3:forces:R:3:lowdin_charge:R:1
C -3.179323 2.420255 1.865829 0.04 -0.44 0.51 -0.11
C -2.903061 0.898875 2.032705 1.04 0.32 -1.32 -0.23
C -2.101736 0.373192 0.782553 -0.41 -0.37 0.89 -0.22
C -2.469218 -1.104782 0.513161 -0.28 0.24 -1.17 -0.21
C -1.947740 -1.621713 -0.872343 -0.60 0.82 1.11 -0.20
C -2.617205 -0.779086 -1.973781 0.88 -0.99 -1.06 -0.22
C -2.366025 -1.340545 -3.422214 -0.02 1.10 1.31 -0.18
C -2.705965 -0.198102 -4.428440 -0.34 -1.32 -0.56 -0.19
C -1.625832 0.097993 -5.495921 -0.61 0.78 0.38 -0.18
C -0.598490 1.171915 -5.042669 0.62 0.04 -0.98 -0.14
C 0.347285 0.704836 -3.901395 -2.05 -1.95 -0.95 -0.21
C 1.117587 -0.511906 -4.494893 1.20 0.46 -0.32 -0.11
C 2.457141 -0.964841 -3.829849 -0.87 0.08 0.39 -0.17
C 2.907377 -0.052835 -2.647124 -0.69 -0.14 -0.07 -0.54
S 1.841238 -0.679036 -1.231735 -0.46 0.16 0.13 0.93
C 4.359721 -0.356619 -2.175808 0.78 -1.64 -0.78 -0.15
C 4.787636 -1.779867 -2.671065 1.25 -0.26 2.14 -0.31
C 5.543163 -2.607499 -1.580956 -3.89 -1.30 -0.59 0.04
O 4.090940 -2.832730 -2.074605 -0.28 1.05 -1.00 -0.14
C 2.644953 1.434006 -3.049535 2.37 1.31 -1.02 -0.34
C 3.302619 1.747025 -4.443624 -0.91 0.77 -0.91 -0.13
O 4.520694 1.069937 -4.665401 -0.90 -0.99 0.93 -0.13
N 5.323544 1.718989 -5.665180 0.58 0.93 0.49 0.04
O 6.170514 2.284763 -5.109767 0.13 -0.09 -0.83 0.13
N 3.393283 2.295168 -2.166835 -0.78 -2.03 0.99 0.14
C 3.225852 2.416887 -0.901827 0.99 0.81 0.85 -0.34
C 4.468044 2.216727 -0.020541 -0.49 0.10 -0.19 -0.02
C 2.027928 2.875203 -0.065475 0.12 -0.22 0.06 -0.02
N 1.152484 1.737191 -3.170607 0.11 0.02 1.00 0.05
C 0.785437 3.183704 -3.340137 -0.90 2.02 0.46 -0.27
C -0.607548 3.446780 -2.666032 -0.10 -0.19 -0.20 -0.03
C 0.985769 3.874767 -4.714339 0.33 0.48 -0.77 -0.20
C -0.112540 4.883173 -5.147362 -0.14 -1.23 -0.19 -0.08
H -4.156522 2.655593 2.309449 0.45 0.26 0.10 0.07
H -3.234068 2.732952 0.811165 0.01 -0.26 0.24 0.06
H -2.371427 2.994378 2.340118 -0.40 0.07 -0.04 0.07
H -3.861684 0.365562 2.025577 0.30 0.01 0.36 0.10
H -2.273998 0.669450 2.915631 -0.88 0.21 -0.13 0.09
H -1.009110 0.462940 0.931981 -0.28 0.07 0.05 0.10
H -2.375582 1.043235 -0.043827 0.08 -0.49 -0.08 0.07
H -2.190102 -1.769775 1.342212 0.09 0.30 -0.17 0.11
H -3.570847 -1.130141 0.422542 0.30 -0.15 0.30 0.11
H -0.857401 -1.463503 -0.886147 -0.26 -0.33 -0.29 0.06
H -2.178977 -2.692007 -0.962393 0.14 0.25 -0.15 0.12
H -3.707125 -0.702002 -1.848774 0.31 0.21 0.27 0.13
H -2.150976 0.220011 -1.980528 -0.46 -0.14 0.24 0.08
H -2.983992 -2.238282 -3.544656 0.26 0.19 -0.26 0.12
H -1.304386 -1.632445 -3.443672 -0.32 -0.07 -0.30 0.09
H -3.020472 0.700201 -3.873241 0.35 -0.10 -0.26 0.11
H -3.609868 -0.521405 -4.973329 0.26 0.22 0.14 0.11
H -1.176586 -0.823238 -5.884846 0.02 0.20 0.25 0.11
H -2.150726 0.552544 -6.353403 0.30 -0.12 0.20 0.12
H -1.173087 2.087363 -4.863232 0.24 -0.24 0.35 0.09
H 0.027066 1.379088 -5.931999 -0.18 0.08 0.33 0.11
H -0.342076 0.245028 -3.172756 0.50 0.55 0.23 0.12
H 0.452799 -1.378583 -4.548665 -0.03 0.41 0.25 0.11
H 1.343419 -0.275416 -5.549683 -0.09 -0.03 0.34 0.12
H 3.219645 -1.037681 -4.613962 -0.06 0.04 0.42 0.12
H 2.262339 -1.951906 -3.389440 0.47 0.15 -0.35 0.10
H 1.255509 0.396619 -0.646565 0.37 0.00 -0.36 -0.14
H 5.130569 0.337713 -2.519555 -0.46 0.10 0.04 0.12
H 4.427297 -0.489973 -1.091732 -0.28 0.63 -0.22 0.08
H 5.132166 -1.891758 -3.705885 -0.23 -0.10 0.32 0.14
H 5.769020 -3.663533 -1.749455 1.75 0.74 -0.28 0.11
H 5.255121 -2.433377 -0.539540 1.30 0.77 -0.08 0.10
H 3.495738 2.833591 -4.444201 -0.07 -0.34 0.15 0.12
H 2.600449 1.574983 -5.281641 0.19 -0.26 0.31 0.12
H 5.338922 1.947893 -0.625235 -0.17 0.39 0.13 0.08
H 4.640182 3.060047 0.660318 0.14 -0.20 -0.23 0.09
H 4.251661 1.335045 0.612769 -0.08 0.32 -0.15 0.10
H 1.188211 3.313619 -0.615378 0.11 -0.38 0.03 0.06
H 1.700813 2.082632 0.626889 -0.05 0.23 -0.29 0.09
H 2.408814 3.669578 0.597694 -0.10 -0.21 -0.27 0.10
H 0.879249 1.614831 -2.185836 -0.05 -0.26 -0.27 0.11
H 1.418021 3.781148 -2.669148 0.45 -0.94 -0.16 0.13
H -0.853620 2.695220 -1.896622 0.13 0.12 -0.24 0.09
H -0.592823 4.415858 -2.146238 0.11 -0.27 -0.24 0.10
H -1.443430 3.488108 -3.369006 0.18 -0.17 0.18 0.07
H 1.928161 4.448440 -4.697970 -0.21 -0.34 0.22 0.11
H 1.118212 3.186994 -5.561232 -0.18 -0.07 0.48 0.09
H 0.134884 5.212990 -6.165128 0.01 0.28 0.45 0.09
H -0.254899 5.720096 -4.456718 0.08 -0.15 -0.24 0.09
H -1.050167 4.314843 -5.258284 0.09 0.50 0.10 0.07
C 9.738299 1.092900 -7.910634 -0.05 0.16 -0.15 -0.17
C 8.815665 0.976955 -6.706505 0.08 -0.08 0.20 -0.18
C 7.674492 0.142032 -7.269186 -0.05 0.03 -0.23 -0.23
O 8.240466 -0.705586 -8.269377 0.02 0.15 0.13 -0.13
C 9.574598 -0.271043 -8.560728 0.11 -0.20 0.07 -0.20
H 10.771966 1.319136 -7.652666 -0.02 -0.03 0.00 0.11
H 9.375374 1.874525 -8.582986 0.03 -0.01 0.01 0.12
H 9.318655 0.431262 -5.903697 -0.03 0.02 0.00 0.12
H 8.486476 1.936532 -6.310534 0.01 0.00 -0.04 0.10
H 6.918145 0.773039 -7.750026 -0.04 0.05 0.09 0.11
H 7.183688 -0.469258 -6.507307 0.00 -0.08 -0.06 0.11
H 10.269543 -1.000827 -8.132594 0.06 0.04 -0.04 0.12
H 9.721933 -0.244494 -9.640656 -0.09 -0.06 0.00 0.12
C 0.264610 -0.965815 6.443923 0.25 0.00 -0.07 -0.16
C -0.245687 0.211490 7.257930 -0.28 0.04 0.15 -0.16
C -0.572059 1.225644 6.174061 0.18 0.13 -0.09 -0.20
O -0.956814 0.476195 5.012012 0.12 -0.08 0.09 -0.17
C -0.627300 -0.904898 5.215243 -0.24 -0.06 -0.01 -0.21
H 0.203919 -1.919978 6.965927 -0.05 0.02 0.00 0.12
H 1.307318 -0.797901 6.158947 -0.01 -0.05 -0.01 0.11
H -1.154798 -0.074679 7.789608 0.10 -0.02 0.02 0.09
H 0.472071 0.586004 7.986991 0.01 0.01 -0.04 0.12
H 0.305826 1.827610 5.913262 -0.01 0.05 0.05 0.11
H -1.382168 1.899088 6.457931 -0.03 -0.02 -0.10 0.12
H -1.561012 -1.455019 5.375436 0.05 -0.08 0.01 0.12
H -0.140387 -1.299456 4.320820 -0.05 0.08 -0.05 0.11
C -4.635296 -2.697923 9.124587 0.03 -0.06 0.23 -0.18
C -4.955252 -1.519744 8.221964 0.01 0.02 -0.24 -0.17
C -3.847162 -0.542234 8.579685 0.04 0.10 0.17 -0.20
O -2.706653 -1.327592 8.955746 -0.24 -0.08 -0.05 -0.17
C -3.115535 -2.693147 9.120144 0.13 -0.03 -0.13 -0.20
H -5.058315 -3.639687 8.781958 -0.02 0.04 -0.01 0.10
H -5.007190 -2.503910 10.133851 -0.01 -0.04 -0.02 0.12
H -4.866327 -1.820080 7.173697 -0.02 0.03 0.01 0.11
H -5.951460 -1.108279 8.373928 0.01 -0.04 0.02 0.11
H -4.126529 0.079118 9.436925 -0.06 0.04 -0.05 0.12
H -3.579983 0.113469 7.747572 0.09 -0.01 0.03 0.11
H -2.719467 -3.268321 8.275223 -0.02 -0.08 0.04 0.11
H -2.690025 -3.092516 10.041703 0.08 0.08 -0.02 0.12
C -9.524391 -4.811554 8.102594 -0.19 0.12 0.04 -0.17
C -8.872593 -4.713573 6.731973 0.12 -0.18 -0.08 -0.17
C -7.996594 -3.481181 6.890561 -0.04 0.22 0.04 -0.20
O -7.609380 -3.425366 8.268355 -0.20 -0.14 -0.11 -0.17
C -8.396547 -4.361239 9.016532 0.19 -0.09 0.07 -0.20
H -9.894279 -5.807271 8.343718 0.03 0.01 0.01 0.11
H -10.361321 -4.111639 8.167266 0.01 -0.03 0.02 0.12
H -8.250893 -5.594633 6.552635 -0.01 0.02 -0.02 0.11
H -9.583705 -4.626617 5.911286 0.01 0.03 0.02 0.11
H -8.551502 -2.565985 6.657452 0.00 -0.02 -0.09 0.12
H -7.104295 -3.515430 6.262505 0.04 0.04 0.08 0.11
H -7.750712 -5.201658 9.293506 -0.07 -0.03 0.05 0.12
H -8.757752 -3.885988 9.929223 0.08 0.06 -0.02 0.12
```
Positions in Å, forces in eV/Å.

- LUMO energy (eV) = -2.94
- energy relative to the best compared isomer or geometry (same formula, charge and spin) (kcal per mole) = 46.5
- highest occupied orbital energy (hartree) = -0.3893
- net charge = +1